Below is a cluster of 2 separate species, C4H10N2O in total at a distorted geometry, with properties calculated with ωB97M-V/def2-TZVPD.

Calculated values
ΔE to the lowest compared entry with this formula, charge and spin = 177.7 kJ/mol
frontier orbital gap = 9.47 eV
M = 102.1 u
E_LUMO = 0.96 eV

```
17
Properties=species:S:1:pos:R:3:forces:R:3
C 2.037981 -1.456848 -0.383585 1.4 0.2 0.8
N 1.667707 -2.188680 0.755589 1.1 0.8 -2.0
O 3.168756 -1.349137 -0.849283 -1.2 -0.9 0.8
H 1.275314 -0.809590 -0.805441 -0.8 -0.3 0.0
H 2.387164 -2.774303 1.172299 -0.6 0.3 0.0
H 0.732049 -2.096831 1.106105 0.1 -0.2 0.1
C 0.583059 1.413225 0.409029 -0.3 0.6 -0.1
C -0.882773 0.939237 0.463879 0.6 0.4 0.0
C -1.595498 0.759988 -0.652356 -0.9 0.1 -1.5
N -2.903877 0.183198 -0.797284 1.8 0.2 2.0
H 0.859506 1.805340 -0.615430 -0.3 -0.6 1.1
H 0.769051 2.232870 1.139845 -0.2 -0.4 -0.5
H 1.282575 0.606051 0.690138 -0.3 0.5 -0.2
H -1.338405 0.819907 1.473322 0.4 -0.3 -0.9
H -1.252186 1.101056 -1.669584 0.3 -0.6 1.3
H -3.416021 0.580391 -1.542892 -0.6 0.5 -0.6
H -3.374401 0.234125 0.105649 -0.3 -0.2 -0.6
```
Positions in Å, forces in eV/Å.